# 1
The molecule C9H9NS at a distorted geometry, computed with ωB97M-V with the def2-TZVPD basis set.

```
20
C9H9NS ωB97M-V with the def2-TZVPD basis set
C 2.848 0.049 -0.209
C 2.919 1.427 -0.010
C 1.699 -0.712 -0.125
C 1.678 2.011 0.267
C 0.435 -0.117 0.040
C 0.467 1.308 0.283
C -2.194 0.741 0.113
C -3.341 0.277 -0.278
C -1.270 -2.039 0.043
N -0.686 -0.748 -0.217
S -1.159 1.933 0.664
H 3.921 -0.490 -0.104
H 3.792 2.090 -0.151
H 1.786 -1.874 -0.166
H 1.552 3.136 0.270
H -4.153 0.941 -0.374
H -3.591 -0.790 -0.227
H -1.518 -2.422 -0.950
H -0.798 -2.730 0.777
H -2.385 -1.992 0.354
```

Results
Relative energy (zero: lowest compared OMol25 entry of this formula, charge and spin): 4.450 eV
Spin multiplicity: 1

From a natural (NBO) analysis of the wavefunction, the atomic charges in e read: -0.18, -0.29, -0.28, -0.19, 0.17, -0.24, 0.01, -0.53, -0.43, -0.41, 0.42, 0.21, 0.23, 0.22, 0.22, 0.24, 0.23, 0.21, 0.21, 0.20

# 2
A cluster of 11 separate species, C29H53Cl8N3O15 in total at a distorted geometry, computed with ωB97M-V with the def2-TZVPD basis set.

```
108
C29H53Cl8N3O15 ωB97M-V with the def2-TZVPD basis set
C 10.182 -17.899 -6.778
C 9.859 -16.715 -7.715
O 9.530 -15.646 -6.812
C 9.315 -16.135 -5.578
O 8.861 -15.530 -4.690
O 9.704 -17.439 -5.503
H 11.256 -18.062 -6.711
H 9.658 -18.795 -7.094
H 9.014 -16.929 -8.372
H 10.703 -16.461 -8.353
C 3.608 -15.259 -4.513
C 3.261 -13.986 -3.731
O 4.360 -13.087 -4.027
C 5.082 -13.577 -5.047
O 5.947 -12.998 -5.578
O 4.649 -14.799 -5.416
H 2.753 -15.539 -5.130
H 3.966 -16.100 -3.929
H 3.261 -14.198 -2.674
H 2.319 -13.519 -4.010
C 3.698 -14.672 2.585
C 4.163 -13.563 1.607
O 4.032 -14.172 0.325
C 3.539 -15.443 0.444
O 3.383 -16.174 -0.458
O 3.186 -15.703 1.703
H 2.907 -14.314 3.244
H 4.472 -15.117 3.211
H 5.202 -13.310 1.793
H 3.503 -12.702 1.670
C 4.221 -19.085 3.440
C 5.236 -17.920 3.543
O 4.816 -17.279 4.753
C 3.554 -17.672 5.064
O 2.933 -17.271 5.974
O 3.091 -18.548 4.116
H 4.581 -20.017 3.874
H 3.974 -19.257 2.393
H 5.271 -17.316 2.639
H 6.236 -18.336 3.669
C 8.630 -15.727 1.443
C 7.412 -15.897 0.563
O 6.412 -16.482 1.016
N 7.519 -15.457 -0.701
C 6.593 -15.893 -1.751
H 8.304 -15.355 2.416
H 9.344 -15.033 1.003
H 9.064 -16.687 1.719
H 8.299 -14.924 -1.041
H 6.419 -16.966 -1.741
H 7.071 -15.742 -2.725
H 5.673 -15.317 -1.722
C 6.046 -21.379 -1.130
C 5.901 -19.866 -1.193
O 5.295 -19.320 -2.123
N 6.431 -19.162 -0.165
C 7.083 -19.648 1.014
H 5.822 -21.856 -0.183
H 7.058 -21.606 -1.491
H 5.403 -21.810 -1.894
H 6.231 -18.166 -0.154
H 6.416 -19.697 1.883
H 7.946 -19.020 1.234
H 7.439 -20.670 0.877
C 11.649 -10.645 0.923
C 10.923 -11.697 1.744
O 11.466 -12.771 2.029
N 9.688 -11.358 2.205
C 8.953 -12.146 3.162
H 12.364 -10.146 1.578
H 10.993 -9.867 0.539
H 12.179 -11.175 0.142
H 9.299 -10.472 1.946
H 8.153 -12.725 2.685
H 8.385 -11.497 3.837
H 9.598 -12.795 3.738
Cl 8.727 -15.185 5.387
C 10.458 -14.967 5.797
C 11.335 -16.129 5.357
Cl 11.214 -17.424 6.596
H 10.534 -14.767 6.860
H 10.733 -14.038 5.294
H 12.366 -15.784 5.359
H 11.044 -16.513 4.377
Cl 11.789 -19.649 -2.403
C 10.757 -18.333 -3.057
C 9.905 -17.714 -1.986
Cl 10.880 -17.197 -0.585
H 10.175 -18.830 -3.823
H 11.388 -17.583 -3.527
H 9.179 -18.439 -1.634
H 9.472 -16.810 -2.407
Cl 8.995 -9.528 -3.555
C 7.399 -10.308 -3.749
C 7.141 -11.317 -2.666
Cl 8.246 -12.705 -2.717
H 7.318 -10.711 -4.753
H 6.662 -9.510 -3.656
H 6.127 -11.710 -2.673
H 7.247 -10.833 -1.695
Cl 10.880 -18.660 2.889
C 9.608 -19.594 3.710
C 10.185 -20.675 4.597
Cl 11.254 -21.782 3.683
H 9.000 -20.054 2.937
H 9.026 -18.885 4.295
H 9.404 -21.288 5.035
H 10.803 -20.229 5.373
```

Results
Spin multiplicity: 1

Löwdin population analysis, charges in e, atoms 1 to 99: -0.09, -0.10, 0.08, -0.57, 0.17, 0.00, 0.13, 0.13, 0.13, 0.13, -0.08, -0.08, 0.04, -0.62, 0.17, 0.06, 0.13, 0.13, 0.11, 0.13, -0.08, -0.10, 0.03, -0.61, 0.17, 0.06, 0.13, 0.12, 0.12, 0.12, -0.12, -0.13, 0.05, -0.57, 0.18, 0.06, 0.13, 0.13, 0.09, 0.11, -0.02, -0.50, -0.01, 0.05, -0.04, 0.05, 0.07, 0.03, 0.08, 0.07, 0.07, 0.07, -0.01, -0.53, 0.01, 0.03, -0.08, 0.07, 0.09, 0.08, 0.09, 0.07, 0.07, 0.09, 0.00, -0.53, 0.02, 0.01, -0.08, 0.09, 0.07, 0.08, 0.13, 0.07, 0.09, 0.05, 0.55, -0.65, -0.63, 0.55, 0.06, 0.05, 0.08, 0.01, 0.53, -0.66, -0.63, 0.58, 0.05, 0.07, 0.07, 0.05, 0.53, -0.65, -0.66, 0.60, 0.06, 0.07, 0.06

# 3
A structure of composition C5H12O2, computed with ωB97M-V with the def2-TZVPD basis set.

```
19
C5H12O2 ωB97M-V with the def2-TZVPD basis set
C -3.083 0.377 0.607
C -1.679 -0.090 0.958
O -1.244 -1.132 0.100
C 1.696 -0.154 0.199
C 2.986 -0.469 -0.572
O 2.652 0.481 -1.598
C 1.316 0.584 -1.092
H -3.756 -0.485 0.572
H -3.098 0.865 -0.375
H -3.463 1.090 1.346
H -1.653 -0.513 1.966
H -0.971 0.757 0.946
H 1.848 0.520 1.048
H 1.053 -0.986 0.490
H 3.943 -0.239 -0.091
H 3.019 -1.492 -0.973
H -1.154 -0.762 -0.788
H 0.613 0.025 -1.730
H 0.976 1.624 -1.014
```

Results
Relative energy (zero: lowest compared OMol25 entry of this formula, charge and spin): 2.267 eV
Spin multiplicity: 1

From a natural (NBO) analysis of the wavefunction, the atomic charges in e read: -0.64, -0.06, -0.72, -0.47, -0.06, -0.53, -0.06, 0.22, 0.20, 0.21, 0.18, 0.15, 0.21, 0.24, 0.18, 0.17, 0.46, 0.15, 0.18

| no. | orbital gap (eV) |
| --- | --- |
| 1 | 7.598 |
| 2 | 9.694 |
| 3 | 10.515 |